(1)
85
Properties=species:S:1:pos:R:3:mulliken_charge:R:1 method="wB97M-V/def2-TZVPD" e_lumo_ev=-1.257 e_homo_ev=-5.2
C -6.36 2.85 0.42 -0.906
O -5.46 2.42 -0.63 -0.395
C -4.15 2.74 -0.48 0.488
C -3.33 2.73 -1.63 -0.842
C -1.96 2.73 -1.51 -0.063
C -1.37 2.64 -0.24 0.290
B 2.40 -2.10 0.89 1.464
C 0.08 2.24 -0.08 1.204
C 0.79 2.77 1.09 -0.718
C 2.13 2.97 0.84 -0.418
C 2.47 2.87 -0.51 0.867
C 3.79 3.14 -1.12 -1.413
S 1.10 2.62 -1.50 -0.489
O 2.59 -1.41 2.08 -0.504
C 4.03 -1.36 2.23 1.538
C 4.35 -0.09 2.99 -1.437
C 4.45 -2.58 3.07 -1.920
C 4.56 -1.47 0.74 1.796
C 4.67 -0.10 0.06 -1.606
C 5.89 -2.17 0.54 -1.965
O 3.52 -2.27 0.13 -0.786
C -2.17 2.87 0.88 -1.097
C -3.55 2.94 0.78 -0.160
H -7.36 2.64 0.03 0.246
H -6.18 2.27 1.34 0.310
H -6.23 3.92 0.63 0.393
H -3.82 2.66 -2.60 0.410
H -1.36 2.78 -2.42 0.465
H 0.31 2.84 2.07 0.216
H 2.90 3.21 1.61 0.471
H 4.51 3.41 -0.33 0.346
H 4.15 2.26 -1.67 0.232
H 3.69 3.98 -1.82 0.407
H 5.44 -0.01 3.16 0.342
H 3.97 0.79 2.45 0.065
H 3.83 -0.15 3.96 0.453
H 5.50 -2.48 3.36 0.367
H 3.83 -2.61 3.97 0.454
H 4.31 -3.52 2.52 0.336
H 5.50 0.46 0.52 0.404
H 4.90 -0.22 -1.01 0.562
H 3.75 0.51 0.15 -0.275
H 6.65 -1.61 1.10 0.356
H 5.87 -3.20 0.90 0.369
H 6.16 -2.16 -0.52 0.484
H -1.74 2.98 1.88 0.203
H -4.17 3.03 1.67 0.389
C -5.78 -0.69 1.72 -0.682
C -4.62 -0.80 2.50 -0.867
C -3.37 -0.76 1.90 -0.502
C -3.28 -0.61 0.51 0.963
C -1.98 -0.44 -0.14 1.767
C -0.96 0.08 0.62 -1.142
C 0.38 0.30 0.07 -1.297
C 0.89 -1.02 -0.49 0.029
C 1.40 -1.33 -1.75 -0.678
C 1.36 -2.64 -2.22 -0.905
C 0.79 -3.68 -1.46 -0.574
C 0.43 -3.44 -0.15 -1.135
C 0.86 -2.18 0.47 0.179
C -1.84 -0.76 -1.58 0.526
C -0.99 0.00 -2.40 0.460
C -0.90 -0.24 -3.77 -0.634
C -1.59 -1.31 -4.33 -0.831
C -2.39 -2.13 -3.52 -0.939
C -2.52 -1.85 -2.16 -0.123
C -4.44 -0.51 -0.27 -0.284
C -5.68 -0.52 0.33 -0.727
H -6.77 -0.71 2.18 0.393
H -4.70 -0.92 3.57 0.417
H -2.46 -0.85 2.50 0.312
H -1.14 0.45 1.63 0.335
H 1.21 0.57 0.77 0.953
H 1.85 -0.53 -2.35 0.501
H 1.67 -2.84 -3.25 0.447
H 0.60 -4.65 -1.91 0.469
H -0.19 -4.12 0.43 0.494
H 0.35 -2.04 1.43 0.250
H -0.36 0.78 -1.95 -0.579
H -0.25 0.40 -4.37 0.454
H -1.50 -1.51 -5.40 0.382
H -2.91 -2.98 -3.95 0.432
H -3.14 -2.49 -1.53 0.486
H -4.34 -0.39 -1.35 0.312
H -6.56 -0.42 -0.30 0.410

(2)
50
Properties=species:S:1:pos:R:3:mulliken_charge:R:1 method="wB97M-V/def2-TZVPD" total_charge=+1 e_above_lowest_ev=2.4071 e_lumo_ev="-4.341 / -4.421" e_homo_ev="-9.7 / -9.8"
Pd -0.45 1.16 -0.74 0.140
C 4.00 2.13 -1.31 -0.890
C 2.62 2.08 -1.53 -0.257
N 1.75 2.01 -0.54 -0.067
C 2.19 2.02 0.73 -0.003
C 3.56 2.06 1.04 1.467
C 4.47 2.11 -0.03 -0.693
C 3.98 2.08 2.42 -1.000
C 3.08 2.12 3.41 -0.981
C 1.67 2.13 3.13 1.409
C 0.70 2.25 4.14 -0.690
C -0.63 2.27 3.81 -0.921
C -0.98 2.13 2.46 -0.224
N -0.10 2.01 1.49 -0.141
C 1.22 2.05 1.80 -0.151
H 4.68 2.19 -2.16 0.412
H 2.21 2.09 -2.53 0.434
H 5.53 2.15 0.18 0.430
H 5.04 2.07 2.63 0.401
H 3.39 2.15 4.45 0.397
H 1.02 2.33 5.18 0.432
H -1.40 2.39 4.56 0.412
H -2.02 2.13 2.17 0.400
Te -1.43 2.43 -2.72 -0.005
S -3.09 1.77 -0.35 -0.347
C -3.31 0.10 -0.62 0.115
N -3.91 -0.42 -1.68 -0.083
C -3.96 -1.89 -1.64 -0.269
C -3.61 -2.16 -0.17 -0.475
N -3.00 -0.89 0.23 -0.002
H -4.07 0.12 -2.51 0.266
H -3.22 -2.32 -2.32 0.112
H -4.95 -2.25 -1.91 0.347
H -2.91 -2.99 -0.06 0.224
H -4.51 -2.37 0.42 0.366
H -2.82 -0.68 1.20 0.248
Cl 0.50 -0.92 0.61 -0.120
C 0.19 -2.17 -0.55 1.017
C 0.12 -3.49 -0.15 -0.773
C -0.26 -4.45 -1.08 -0.409
C -0.60 -4.06 -2.37 -0.617
C -0.51 -2.73 -2.75 -0.771
C -0.05 -1.75 -1.86 0.691
C 0.25 -0.39 -2.31 -1.817
H 0.35 -3.76 0.87 0.449
H -0.29 -5.49 -0.80 0.406
H -0.91 -4.80 -3.09 0.418
H -0.74 -2.43 -3.77 0.412
H 1.21 0.01 -2.01 0.535
H -0.01 -0.16 -3.34 0.765

(3)
12
Properties=species:S:1:pos:R:3:mulliken_charge:R:1 method="wB97M-V/def2-TZVPD" e_above_lowest_ev=6.2788 e_lumo_ev=1.043 e_homo_ev=-9.2
C -1.02 0.89 -0.07 -0.253
C 0.24 0.18 0.45 -0.508
C 1.52 0.17 -0.13 -0.415
H -1.38 -1.11 0.71 0.393
H -0.85 1.83 -0.22 0.536
H 0.27 0.15 1.53 0.420
H 1.51 0.69 -1.05 0.289
H 2.42 0.31 0.37 0.277
H 0.62 -1.39 -1.12 0.286
N -2.16 0.23 -0.37 -0.271
N 1.03 -1.05 -0.20 -0.466
O -2.20 -0.89 0.10 -0.290

(4)
60
Properties=species:S:1:pos:R:3:mulliken_charge:R:1 method="wB97M-V/def2-TZVPD" total_charge=+3 e_above_lowest_ev=1.2550 spin_multiplicity=4 e_lumo_ev="-9.018 / -10.526" e_homo_ev="-16.4 / -16.4"
Re 0.04 1.20 -0.34 1.006
N 1.14 -0.31 2.57 -0.209
C 0.31 0.73 2.70 0.071
N -0.05 1.52 1.66 -0.086
C -0.80 2.64 2.08 0.182
C -1.04 2.73 3.45 -0.777
S -0.41 1.31 4.27 -0.043
C -1.11 3.66 1.14 -0.330
C -1.56 4.87 1.31 0.073
S -1.96 5.60 -0.21 -0.124
C -1.25 4.30 -1.04 0.326
N -0.96 3.33 -0.19 0.094
N -0.91 4.30 -2.35 -0.315
H 1.54 -0.49 1.67 0.129
H 1.71 -0.46 3.36 0.319
H -1.72 3.33 3.98 0.485
H -1.78 5.53 2.25 0.371
H -0.88 5.13 -2.92 0.254
H -0.46 3.47 -2.63 0.047
C -4.32 -1.38 2.32 -1.472
C -3.76 -0.76 1.03 0.342
C -4.54 -0.26 0.00 -0.244
C -4.03 0.37 -1.12 -0.865
C -2.68 0.42 -1.17 0.318
Br -1.57 0.98 -2.61 -0.039
N -1.86 0.18 -0.10 0.279
C -2.42 -0.42 0.95 -0.077
H -3.42 -1.70 2.85 0.388
H -4.95 -2.27 2.11 0.413
H -4.91 -0.68 2.84 0.371
H -5.59 -0.51 0.11 0.509
H -4.56 0.76 -1.95 0.560
H -1.70 -0.64 1.78 0.308
C 5.23 1.83 -0.85 -0.829
N 4.11 2.79 -0.73 -0.061
C 4.50 4.22 -0.68 -0.962
C 2.87 2.45 -0.73 0.771
N 1.71 2.25 -0.78 -0.318
H 4.89 0.91 -0.32 0.296
H 6.12 2.25 -0.44 0.308
H 5.33 1.59 -1.84 0.385
H 5.19 4.41 0.09 0.368
H 3.59 4.76 -0.52 0.349
H 5.01 4.43 -1.57 0.391
F -0.36 -7.80 -0.59 -0.252
C 0.61 -7.43 -1.46 0.737
F 0.17 -7.67 -2.72 -0.223
F 1.68 -8.22 -1.26 -0.223
C 0.80 -5.88 -1.28 0.042
C -0.20 -5.28 -0.55 -0.458
C -0.15 -3.87 -0.44 -0.849
C 0.85 -3.15 -1.04 0.512
C 1.85 -3.75 -1.83 -0.810
C 1.77 -5.14 -1.90 -0.504
C 0.76 -1.75 -0.95 0.977
C 0.83 -0.53 -0.61 -0.856
H -1.03 -5.76 -0.02 0.433
H -0.88 -3.29 0.03 0.638
H 2.61 -3.21 -2.40 0.458
H 2.62 -5.63 -2.39 0.418

(5)
84
Properties=species:S:1:pos:R:3:mulliken_charge:R:1 method="wB97M-V/def2-TZVPD" total_charge=+2 e_above_lowest_ev=1.7230 e_lumo_ev=-7.408 e_homo_ev=-13.3
W -1.40 0.45 -0.19 2.466
C 1.36 -3.22 -0.41 -1.195
C 0.14 -2.36 -0.46 0.893
N 0.26 -1.06 -0.37 0.370
N 1.60 -0.65 -0.30 -0.764
C 1.84 0.53 -0.69 0.518
S 0.45 1.37 -1.51 -0.390
S 3.31 1.41 -0.65 0.016
C 4.55 0.06 -0.41 -0.962
C 5.11 -0.44 -1.70 0.527
C 4.37 -1.30 -2.52 0.685
C 4.90 -1.74 -3.72 -0.741
C 6.16 -1.32 -4.13 -0.441
C 6.89 -0.47 -3.32 -0.623
C 6.37 -0.02 -2.11 -0.614
C -1.17 -2.97 -0.66 0.517
C -1.39 -4.34 -0.46 -1.180
C -2.59 -4.92 -0.79 -1.018
C -3.60 -4.16 -1.38 -0.591
C -3.42 -2.81 -1.59 -0.479
C -2.23 -2.22 -1.20 0.908
O -2.13 -0.87 -1.32 -1.000
H 2.01 -2.99 -1.26 0.001
H 1.12 -4.28 -0.45 0.483
H 1.93 -3.01 0.49 0.326
H 4.06 -0.71 0.19 0.281
H 5.31 0.54 0.20 0.600
H 3.39 -1.63 -2.20 -0.041
H 4.32 -2.42 -4.34 0.421
H 6.57 -1.67 -5.06 0.399
H 7.88 -0.15 -3.63 0.394
H 6.95 0.64 -1.49 0.364
H -0.62 -4.95 -0.02 0.499
H -2.75 -5.98 -0.61 0.462
H -4.54 -4.62 -1.66 0.459
H -4.19 -2.19 -2.03 0.555
C -1.71 1.80 5.85 -0.590
C -2.58 1.83 4.77 -1.064
C -2.11 1.67 3.48 0.049
C -0.74 1.47 3.27 0.995
C 0.13 1.43 4.36 -1.009
C -0.35 1.61 5.65 -0.764
P 0.08 1.23 1.67 0.161
C -1.98 -0.82 1.41 1.921
C -1.15 -1.54 2.29 -0.423
C -1.67 -2.43 3.20 -0.941
C -3.04 -2.65 3.26 -0.806
C -3.88 -1.96 2.40 -0.665
C -3.36 -1.05 1.49 -0.786
C -0.31 2.74 0.74 0.568
C -0.86 3.89 1.35 -0.841
C -1.05 5.04 0.62 -0.865
C -0.71 5.10 -0.74 -0.725
C -0.19 4.00 -1.37 -1.151
C 0.02 2.84 -0.63 1.226
H -2.09 1.93 6.86 0.433
H -3.64 1.98 4.94 0.495
H -2.80 1.69 2.65 0.491
H 1.19 1.27 4.20 0.450
H 0.33 1.58 6.48 0.446
H -0.07 -1.40 2.26 0.313
H -1.01 -2.96 3.87 0.512
H -3.45 -3.35 3.98 0.476
H -4.95 -2.11 2.44 0.493
H -4.05 -0.53 0.84 0.394
H -1.12 3.86 2.40 0.569
H -1.45 5.92 1.11 0.484
H -0.86 6.02 -1.29 0.476
H 0.07 4.03 -2.42 0.547
O -4.13 2.57 -3.57 -0.665
C -4.93 2.81 -2.53 0.506
C -6.16 3.40 -2.80 -0.782
C -7.04 3.68 -1.77 -0.375
C -6.72 3.38 -0.43 -0.948
C -5.52 2.81 -0.15 -0.521
C -4.60 2.51 -1.19 -0.173
C -3.35 1.92 -0.85 1.221
O -3.04 1.56 0.37 -0.262
O -2.41 1.65 -1.68 -1.227
H -3.30 2.16 -3.28 0.385
H -6.41 3.62 -3.83 0.507
H -7.99 4.13 -2.00 0.421
H -7.42 3.61 0.35 0.467
H -5.24 2.57 0.87 0.474

(6)
15
Properties=species:S:1:pos:R:3:mulliken_charge:R:1 method="wB97M-V/def2-TZVPD" total_charge=-1 e_above_lowest_ev=2.2916 smiles="C=C[C@@H](S[O-])C(C)=O" e_lumo_ev=3.897 e_homo_ev=-2.1
C 0.28 -0.23 -0.07 0.011
C -0.79 -1.29 -0.34 -0.314
C -0.21 1.12 -0.70 0.563
C -0.54 -2.55 -0.52 -0.744
C 1.06 1.88 -0.98 -1.248
O 2.84 0.06 0.69 -0.729
O -1.30 1.62 -0.65 -0.626
S 1.98 -0.84 -0.24 -0.016
H 0.15 0.32 0.82 0.185
H -1.82 -0.98 -0.25 0.296
H -1.28 -3.27 -0.81 0.284
H 0.45 -2.78 -0.70 0.263
H 1.59 1.55 -1.87 0.296
H 1.72 1.57 -0.20 0.431
H 0.79 2.92 -1.14 0.348

(7)
9
Properties=species:S:1:pos:R:3:mulliken_charge:R:1 method="wB97M-V/def2-TZVPD" total_charge=-1 e_above_lowest_ev=0.4872 e_lumo_ev=4.300 e_homo_ev=-3.9
N -0.23 -0.12 0.03 -0.269
N 2.06 0.69 -0.10 1.050
N 1.42 1.59 -0.22 -0.546
N -1.26 -0.76 -0.10 1.000
O 3.07 0.17 0.04 -0.665
O 0.83 -0.86 0.07 -0.648
O -1.52 -1.94 -0.10 -0.731
O -2.45 0.16 0.10 -0.584
H -1.92 1.06 0.27 0.393

(8)
21
Properties=species:S:1:pos:R:3:mulliken_charge:R:1 method="wB97M-V/def2-TZVPD" e_above_lowest_ev=1.8217 e_lumo_ev=-1.547 e_homo_ev=-6.5
Mg -0.10 0.20 0.33 0.757
S 1.70 -1.33 -1.89 1.187
O 0.57 -1.27 -2.84 -0.800
O 2.90 -0.70 -2.43 -0.705
O 1.21 -0.52 -0.73 -0.109
O 1.94 -2.67 -1.39 -0.718
O 0.76 -0.15 2.13 -0.418
H 0.32 -0.01 2.97 0.246
H 1.46 -0.80 2.31 0.314
O 0.77 2.05 0.07 -0.449
H 1.06 2.78 0.62 0.250
H 1.10 2.24 -0.82 0.290
O -1.41 0.45 -1.22 -0.543
H -1.07 0.23 -2.11 0.283
H -2.19 1.00 -1.36 0.260
O -1.56 1.18 1.42 -0.449
H -1.94 1.93 0.94 0.291
H -1.86 1.29 2.33 0.273
O -1.03 -1.63 0.56 -0.500
H -1.88 -1.83 0.97 0.255
H -0.75 -2.45 0.12 0.285

(9)
16
Properties=species:S:1:pos:R:3:mulliken_charge:R:1 method="wB97M-V/def2-TZVPD" e_above_lowest_ev=5.9502 e_lumo_ev=0.800 e_homo_ev=-7.7
C -0.49 -3.09 0.43 0.060
C -0.77 -2.00 0.76 -0.577
C 0.11 0.40 -1.90 -0.708
C 0.85 1.51 0.09 -0.227
C 0.49 1.08 1.52 -0.914
O 0.61 0.23 -0.61 -0.329
P -0.58 -0.21 1.29 0.412
H -0.56 -4.17 0.37 0.378
H 0.76 1.09 -2.52 0.282
H -0.90 0.94 -1.85 0.322
H 0.17 -0.59 -2.36 0.243
H 1.84 1.79 -0.29 0.344
H 0.02 2.27 -0.19 0.285
H 1.26 0.94 2.24 0.315
H -1.48 0.31 0.48 0.004
H -1.33 -0.49 2.56 0.111

(10)
14
Properties=species:S:1:pos:R:3:mulliken_charge:R:1 method="wB97M-V/def2-TZVPD" e_above_lowest_ev=0.9236 smiles="C=CCC(C)=O" e_lumo_ev=1.020 e_homo_ev=-9.4
C -1.06 0.03 0.58 -0.612
C -0.57 -1.32 0.13 -0.116
C -0.12 -1.57 -1.10 -0.646
C 0.95 1.44 -0.19 -0.948
C 0.24 0.73 0.94 0.644
O 0.71 0.66 2.05 -0.567
H -1.60 0.55 -0.21 0.335
H -1.69 -0.04 1.48 0.287
H -0.43 -2.06 0.92 0.288
H 0.37 -2.50 -1.35 0.247
H -0.21 -0.83 -1.90 0.227
H 2.01 1.15 -0.20 0.281
H 0.51 1.26 -1.17 0.268
H 0.90 2.51 0.03 0.312

(11)
25
Properties=species:S:1:pos:R:3:mulliken_charge:R:1 method="wB97M-V/def2-TZVPD" e_above_lowest_ev=0.0000 smiles=CC(C)C(F)(P)C(C)C e_lumo_ev=1.009 e_homo_ev=-9.5
C -1.06 -1.10 -1.60 -1.414
C -1.83 -1.76 0.70 -1.719
C 2.24 -0.14 -0.34 -1.473
C 1.47 2.18 0.22 -1.641
C -0.68 -1.24 -0.14 0.370
C 1.04 0.82 -0.32 0.516
C -0.12 0.24 0.49 0.631
F 0.31 -0.04 1.78 -0.376
P -1.58 1.42 0.59 -0.119
H -1.73 -0.25 -1.74 0.295
H -1.57 -2.00 -1.92 0.456
H -0.19 -0.97 -2.23 0.312
H -2.75 -1.21 0.48 0.364
H -2.01 -2.81 0.46 0.454
H -1.61 -1.69 1.76 0.381
H 2.48 -0.45 0.68 0.311
H 3.10 0.36 -0.76 0.453
H 2.03 -1.03 -0.93 0.304
H 2.38 2.51 -0.28 0.443
H 1.67 2.13 1.29 0.328
H 0.70 2.93 0.03 0.406
H 0.17 -1.91 -0.02 0.371
H 0.68 0.96 -1.34 0.274
H -2.19 0.76 1.66 0.034
H -0.97 2.30 1.47 0.040

(12)
9
Properties=species:S:1:pos:R:3:mulliken_charge:R:1 method="wB97M-V/def2-TZVPD" total_charge=+1 e_above_lowest_ev=2.2473 spin_multiplicity=2 e_lumo_ev="-4.460 / -4.490" e_homo_ev="-12.1 / -12.1"
O 0.30 0.97 0.62 -0.315
C 0.36 1.72 -0.61 -0.128
C -0.38 1.14 -1.61 0.141
O -0.93 0.01 -1.60 -0.686
Ba -1.10 -1.11 0.24 1.697
H 0.70 2.75 -0.54 0.419
C 1.66 0.83 0.72 -0.187
O 1.83 -0.51 0.69 -0.345
H 2.58 -0.76 1.24 0.405

(13)
12
Properties=species:S:1:pos:R:3:mulliken_charge:R:1 method="wB97M-V/def2-TZVPD" e_above_lowest_ev=7.8968 e_lumo_ev="-1.210 / -1.197" e_homo_ev="-8.2 / -8.2"
C -2.00 -1.44 -1.35 0.248
C -1.48 -0.51 -0.81 -0.562
C -0.82 0.60 -0.16 -0.484
C 0.63 0.37 -0.30 -0.254
C 1.49 0.52 0.73 -0.149
C 1.23 0.29 2.08 -0.476
H -2.48 -2.26 -1.82 0.414
H -1.07 0.69 0.90 0.341
H -1.03 1.56 -0.65 0.248
H 2.35 -0.23 0.12 0.103
H 1.02 0.41 -1.32 0.356
H 2.16 -0.01 2.57 0.214

(14)
12
Properties=species:S:1:pos:R:3:mulliken_charge:R:1 method="wB97M-V/def2-TZVPD" e_above_lowest_ev=3.7944 smiles="CN(C=O)OC=O" e_lumo_ev=0.779 e_homo_ev=-9.8
C 0.88 -1.30 -0.19 -0.690
C -1.89 0.32 0.30 0.091
C 0.87 1.30 -0.14 0.133
H 1.33 -1.72 0.78 0.267
H -0.08 -1.92 -0.58 0.230
H 1.62 -1.10 -1.10 0.280
H -2.83 0.31 0.91 0.371
H 1.99 1.29 -0.56 0.239
N 0.44 0.08 0.28 0.239
O -0.69 0.03 1.05 -0.293
O -1.95 0.36 -0.85 -0.335
O 0.31 2.36 0.11 -0.532

(15)
8
Properties=species:S:1:pos:R:3:mulliken_charge:R:1 method="wB97M-V/def2-TZVPD" e_above_lowest_ev=1.4203 e_lumo_ev=-0.384 e_homo_ev=-8.8
C 1.06 -0.79 -0.07 -0.255
C 1.09 0.76 -0.09 -0.144
C -0.11 0.03 -0.67 -0.568
Si 2.83 0.06 -0.06 0.098
H 0.71 -1.41 0.76 0.195
H 0.71 1.28 0.82 0.169
H -0.67 0.13 0.21 0.196
H -0.93 -0.10 -1.49 0.309

(16)
23
Properties=species:S:1:pos:R:3:mulliken_charge:R:1 method="wB97M-V/def2-TZVPD" total_charge=-2 e_above_lowest_ev=0.6690 e_lumo_ev=4.056 e_homo_ev=-2.4
Zn 0.38 0.03 0.15 0.999
N -0.39 -3.10 -0.14 0.875
O -1.20 -3.91 0.31 -0.638
O -0.23 -1.98 0.35 -0.417
O 0.23 -3.40 -1.18 -0.680
N -2.34 0.30 2.04 0.854
O -2.62 -0.53 2.87 -0.658
O -3.18 1.06 1.51 -0.640
O -1.22 0.35 1.59 -0.384
N 1.61 2.99 -0.31 0.838
O 0.91 3.84 -0.78 -0.577
O 1.04 1.96 0.13 -0.402
O 2.83 3.08 -0.30 -0.692
N -2.08 0.55 -2.08 0.781
O -2.37 1.69 -2.51 -0.614
O -0.96 0.42 -1.47 -0.388
O -2.77 -0.42 -2.42 -0.622
O 1.65 -0.23 1.82 -0.335
H 2.18 0.33 2.38 0.240
H 1.99 -1.11 1.96 0.277
O 1.87 -0.52 -1.10 -0.346
H 2.12 -1.42 -1.31 0.267
H 2.56 0.02 -1.50 0.261

(17)
8
Properties=species:S:1:pos:R:3:mulliken_charge:R:1 method="wB97M-V/def2-TZVPD" total_charge=+1 e_above_lowest_ev=2.9556 smiles="[NH+]#CNN=C=O" e_lumo_ev=-6.030 e_homo_ev=-15.9
C 1.08 0.18 0.18 0.476
C -1.69 -0.30 -0.22 0.526
N 0.32 1.20 -0.03 -0.132
N -1.05 0.74 -0.17 -0.303
N 1.68 -0.75 0.63 -0.082
O -2.59 -0.99 -0.22 -0.201
H 0.06 1.53 -0.91 0.381
H 2.19 -1.60 0.73 0.334